(1)
{"formula": "C34H37AsIrN2P2", "method": "ωB97M-V/def2-TZVPD", "charge": 3, "energy_ev": -121070.0186, "homo_energy_ev": [-15.26, -15.26], "e_above_lowest_kcal_mol": 81.9, "gap_ev": [4.0, 4.0], "max_force_ev_per_a": 3.36, "lumo_ha": [-0.4140, -0.4136], "elements": ["C", "P", "H", "C", "H", "H", "H", "H", "H", "C", "C", "C", "C", "H", "C", "C", "P", "C", "H", "H", "H", "H", "C", "C", "C", "N", "H", "H", "H", "H", "C", "C", "C", "C", "H", "H", "H", "C", "As", "H", "C", "C", "C", "C", "H", "H", "Ir", "C", "C", "H", "H", "H", "C", "H", "H", "C", "H", "C", "H", "C", "H", "C", "N", "H", "C", "C", "H", "H", "C", "C", "C", "H", "H", "H", "H", "C", "H"], "xyz": [[-1.17, -0.94, -3.87], [1.36, -0.11, 2.33], [1.99, 4.00, -0.34], [2.24, -1.13, -1.55], [0.44, -3.06, -5.95], [1.06, 3.26, -1.65], [-0.33, 4.73, 0.75], [1.80, 1.64, 3.94], [3.37, 0.57, 1.15], [-5.75, 0.30, -3.07], [1.58, -3.76, -1.35], [3.14, -0.13, 1.95], [0.69, 2.00, -4.19], [1.32, -4.80, -1.24], [-3.03, -3.36, 0.91], [-0.60, -3.01, -0.30], [0.36, 2.43, 0.53], [-0.59, 1.98, -3.64], [1.89, -1.07, 4.47], [0.90, -1.44, -4.14], [2.03, 3.01, -5.51], [0.16, -1.23, 4.12], [0.13, 3.99, -5.39], [2.78, -3.42, -1.93], [-0.12, -1.62, -4.46], [1.09, -1.46, -0.98], [1.32, -2.31, 3.34], [-3.50, 1.86, -1.05], [-1.45, 3.85, -0.30], [-3.98, -3.45, 1.42], [-3.88, 1.21, -1.83], [-2.35, -4.47, 0.45], [3.13, -2.07, -2.05], [1.56, 3.07, -0.70], [-6.81, 0.25, -3.24], [-5.93, 1.73, -1.48], [-1.87, -3.46, -6.71], [-0.38, -2.53, -5.48], [-1.08, 0.44, -2.51], [3.43, -1.13, 1.63], [-1.15, 3.98, -4.83], [-2.74, -2.08, -5.33], [0.72, -2.75, -0.90], [-5.25, 1.13, -2.07], [0.41, 4.79, -6.05], [2.36, 2.76, 1.85], [-0.13, -0.02, 0.33], [-1.68, -2.76, -5.91], [1.04, 3.00, -5.07], [3.71, 0.14, 2.84], [-2.50, 2.98, -3.51], [-3.74, -2.25, -5.70], [-2.47, -2.11, 0.72], [1.00, 3.62, 2.55], [0.09, 1.57, 3.52], [-0.87, 3.79, 0.62], [-5.29, -1.09, -4.61], [1.10, 1.54, 3.11], [-0.58, -5.15, -0.53], [-4.89, -0.47, -3.83], [1.40, 1.22, -3.93], [-2.50, -1.18, -4.29], [-1.29, -1.93, 0.13], [4.05, -1.77, -2.51], [-3.01, 0.46, -2.59], [-1.50, 2.98, -3.94], [2.36, 2.35, -0.86], [3.45, -4.19, -2.29], [1.30, 2.67, 2.11], [-1.12, -4.29, -0.17], [1.16, -1.30, 3.69], [-1.86, 4.74, -5.09], [-2.76, -5.46, 0.57], [-2.98, -1.22, 1.06], [-1.54, 3.63, 1.46], [-3.51, -0.41, -3.59], [2.46, -0.07, -1.60]]}



(2)
{"formula": "C34H37AsMnNOS2Si", "method": "ωB97M-V/def2-TZVPD", "charge": 2, "energy_ev": -161090.1838, "homo_energy_ev": [-13.59, -13.69], "e_above_lowest_kcal_mol": 7.6, "spin_multiplicity": 5, "gap_ev": [5.2, 7.5], "max_force_ev_per_a": 0.69, "s_squared": 6.318, "lumo_ha": [-0.3077, -0.2291], "elements": ["H", "H", "H", "C", "C", "H", "C", "C", "H", "C", "S", "H", "H", "As", "C", "H", "C", "H", "C", "H", "C", "H", "C", "H", "H", "C", "H", "C", "C", "H", "H", "H", "C", "C", "S", "H", "C", "C", "C", "H", "H", "H", "C", "Si", "N", "H", "H", "H", "H", "C", "C", "H", "H", "H", "C", "C", "O", "H", "C", "H", "H", "H", "C", "C", "C", "Mn", "C", "H", "C", "H", "C", "C", "H", "H", "H", "C", "C", "C"], "xyz": [[0.78, -5.51, 4.87], [-0.31, 4.17, 0.55], [0.86, -3.10, 6.92], [3.96, -3.87, -1.45], [0.83, -0.78, -6.28], [1.68, 0.12, -4.53], [-1.92, 2.47, -2.69], [0.13, -4.91, 4.23], [4.81, -4.53, -1.30], [-0.92, -2.09, -4.55], [0.92, -1.02, 1.53], [-0.19, -1.84, -7.85], [-3.71, 2.28, -3.84], [0.35, -0.95, -2.17], [-2.18, -2.28, 3.81], [2.91, -3.12, 4.65], [-3.20, -1.67, 3.09], [2.96, -0.70, -0.81], [-1.37, 2.43, -1.42], [-2.45, -2.85, 4.70], [-5.58, 1.76, -1.92], [4.89, -2.20, -0.46], [2.20, -2.67, 3.95], [2.81, -5.34, -2.51], [2.43, -3.05, 2.96], [-0.13, -1.66, -6.78], [-0.84, -2.84, 6.58], [0.92, -0.56, -4.92], [-0.84, -2.19, 3.44], [-0.90, -5.17, 4.47], [1.40, 4.38, 0.04], [-5.83, 1.49, -2.95], [0.17, -2.59, 6.25], [-2.16, 2.12, -0.31], [0.37, 2.68, -1.18], [-1.76, 2.18, 0.70], [-0.62, -1.44, 2.30], [-3.52, 1.89, -0.48], [-3.64, -1.84, -1.27], [-2.50, -0.33, -2.27], [1.52, -0.28, -6.96], [-4.24, -1.74, 3.40], [-1.23, -1.85, -1.43], [0.48, -3.11, 4.50], [-1.59, -0.87, 1.57], [-1.59, -2.60, -3.88], [-5.97, 1.00, -1.25], [-2.34, -4.59, 0.24], [0.08, 5.01, -1.00], [1.80, -2.18, -1.84], [-4.10, 1.95, -1.75], [-4.60, -1.38, -1.50], [2.38, -1.59, 3.98], [0.31, -1.52, 6.37], [2.84, -4.33, -2.13], [2.92, -1.72, -1.17], [0.70, 1.63, -0.10], [-3.61, -0.49, 1.33], [4.01, -2.57, -0.97], [-1.30, 2.68, -3.55], [-4.14, 1.68, 0.38], [0.90, -3.84, -2.90], [-2.46, -1.25, -1.69], [-2.37, -3.64, -0.29], [-1.00, -2.30, -5.92], [-0.53, 0.10, 0.19], [0.38, 4.22, -0.29], [0.33, -5.20, 3.19], [-3.28, 2.24, -2.84], [-0.24, -3.52, -0.49], [0.05, -1.22, -4.06], [-3.59, -3.05, -0.57], [-4.51, -3.52, -0.26], [-6.10, 2.70, -1.70], [-1.74, -2.99, -6.31], [-2.87, -0.96, 1.96], [1.76, -3.49, -2.34], [-1.19, -3.05, -0.71]]}



(3)
{"formula": "C34H37BBr2NO17", "method": "ωB97M-V/def2-TZVPD", "charge": -1, "energy_ev": -212916.9866, "homo_energy_ev": -4.29, "gap_ev": 3.6, "max_force_ev_per_a": 1.21, "lumo_ha": -0.0241, "elements": ["O", "O", "C", "C", "C", "H", "C", "C", "H", "B", "O", "H", "H", "C", "C", "H", "C", "H", "C", "C", "O", "H", "H", "O", "O", "H", "C", "H", "C", "O", "H", "N", "Br", "H", "C", "H", "H", "H", "C", "C", "H", "H", "O", "H", "H", "O", "C", "O", "H", "H", "H", "O", "H", "H", "O", "H", "C", "H", "C", "O", "H", "H", "O", "H", "C", "H", "H", "C", "H", "C", "C", "O", "C", "C", "C", "O", "C", "Br", "C", "H", "C", "H", "C", "H", "C", "H", "C", "C", "H", "O", "C", "C"], "xyz": [[12.53, 1.93, -0.09], [0.98, -1.77, -1.18], [-7.75, 0.23, 6.03], [11.88, 0.55, 1.69], [-6.43, -0.42, -5.62], [8.13, 0.85, 0.38], [3.35, -0.35, 1.79], [-7.81, 1.55, 5.32], [5.54, 2.29, 3.62], [-4.81, -2.28, -4.50], [5.69, 4.09, 5.56], [-4.95, -3.99, -2.96], [5.91, 4.94, 6.01], [2.52, -1.51, 2.01], [7.25, 4.73, 1.77], [-7.40, -1.29, -1.64], [2.51, -0.11, -0.54], [12.05, 2.38, -0.82], [-2.33, -2.66, -4.49], [-6.19, -2.53, -0.42], [-6.53, -1.81, 3.41], [2.47, 0.38, -1.51], [-7.42, 2.57, 3.44], [10.97, -0.80, 3.39], [4.09, 0.12, 2.64], [-6.25, -0.34, 1.74], [11.60, 1.28, 0.60], [-6.00, -4.17, -4.36], [-6.84, -2.96, -2.83], [8.48, -0.65, 2.54], [-8.25, 0.57, -6.03], [-3.57, -2.91, -5.20], [-6.39, -2.89, -6.96], [0.15, -1.70, -3.87], [7.37, 5.70, 2.68], [-7.58, -2.57, -3.52], [0.49, -3.11, 0.26], [-1.56, -3.32, -4.91], [-7.32, -0.88, 5.42], [-7.38, 1.61, 3.94], [7.87, 6.64, 2.47], [-5.70, -1.26, -2.05], [7.73, 4.83, 0.53], [-2.38, -2.93, -3.42], [-2.59, -0.51, -4.49], [-6.55, 0.54, 2.05], [9.41, 0.01, 1.86], [-8.14, 0.27, 7.30], [-5.53, -3.37, -0.57], [-6.96, 0.91, -7.18], [-7.27, -1.83, 5.92], [-8.23, 2.51, 5.95], [2.55, -1.99, 2.98], [4.53, 1.49, 1.21], [10.04, 2.14, -0.89], [-0.97, -1.01, -2.68], [10.20, 1.44, 0.08], [-1.44, -1.15, -5.67], [1.73, -1.96, 1.01], [4.07, 1.41, 0.36], [-4.42, -1.44, -3.72], [-8.40, 1.19, 7.47], [-5.46, -1.60, 0.41], [-3.69, -3.91, -5.21], [3.29, 0.34, 0.46], [7.51, 4.00, 0.08], [12.89, 0.43, 2.07], [-1.82, -1.25, -4.66], [-5.50, -0.74, -0.01], [6.02, 3.23, 3.41], [6.15, 4.20, 4.32], [0.95, -3.02, 1.13], [-6.95, 0.50, 3.31], [6.55, 3.44, 2.08], [1.70, -1.29, -0.34], [6.88, 6.34, 4.90], [-0.64, -0.97, -3.72], [-5.96, 0.92, -4.33], [-6.52, -1.92, -1.77], [-7.84, -0.66, -7.21], [-7.43, 0.12, -6.59], [8.95, -1.10, 3.27], [6.82, 5.51, 4.01], [-0.26, 0.03, -3.89], [-5.62, -3.44, -3.63], [-7.08, -2.81, 0.13], [-5.87, -1.64, -5.57], [9.13, 0.74, 0.77], [-7.30, -3.82, -2.33], [6.47, 2.62, 1.18], [-6.90, -0.83, 4.02], [10.81, -0.13, 2.39]]}



(4)
{"formula": "C34H37CuF3N8O", "method": "ωB97M-V/def2-TZVPD", "energy_ev": -102617.1605, "homo_energy_ev": [-6.78, -6.86], "e_above_lowest_kcal_mol": 33.9, "spin_multiplicity": 2, "gap_ev": [5.4, 5.6], "max_force_ev_per_a": 3.79, "s_squared": 0.781, "lumo_ha": [-0.0497, -0.0461], "elements": ["C", "C", "C", "C", "H", "H", "H", "H", "C", "C", "H", "H", "H", "H", "C", "C", "C", "H", "C", "C", "C", "H", "H", "H", "H", "C", "H", "N", "F", "H", "H", "F", "C", "H", "C", "C", "N", "C", "C", "H", "C", "N", "N", "H", "C", "N", "C", "C", "C", "H", "H", "C", "H", "H", "C", "O", "H", "H", "H", "C", "C", "N", "C", "H", "H", "H", "N", "H", "C", "H", "F", "C", "N", "C", "C", "H", "C", "H", "H", "H", "Cu", "H", "C", "H"], "xyz": [[2.60, 1.88, 1.29], [2.84, 0.60, 1.85], [-3.36, 3.26, 1.30], [-2.77, -3.45, -0.45], [0.30, 4.34, -3.30], [2.56, 5.23, -3.78], [-3.00, -0.73, -4.19], [-0.40, 3.83, 3.44], [-1.60, 1.58, 1.75], [-0.64, -2.55, 0.29], [4.23, 3.73, 3.59], [-3.02, 0.45, 0.61], [-2.41, 0.59, -2.39], [-1.42, -0.16, -4.78], [3.22, -4.88, -0.18], [1.14, 4.05, -2.69], [2.77, -2.57, 0.33], [0.29, -1.43, -3.21], [3.60, 0.46, 3.01], [-0.92, -4.97, -0.10], [-0.58, 4.57, 2.66], [-5.06, 3.88, 2.48], [4.13, 2.92, -0.55], [4.47, 4.51, -2.39], [-1.31, -7.01, -0.60], [3.86, 2.85, 3.08], [2.94, 3.98, 1.51], [0.45, -0.80, -2.44], [-4.10, -6.58, -2.93], [3.53, -5.87, 0.11], [2.77, -5.40, -2.23], [-5.04, -6.98, -1.04], [-0.97, 3.89, 1.35], [-0.05, 2.79, -1.42], [2.79, -4.62, -1.48], [-1.44, -3.67, -0.06], [2.35, -2.33, -0.93], [-3.00, -5.77, -1.00], [-3.99, 3.74, 2.60], [0.24, 1.97, 2.24], [2.01, 2.77, -0.84], [-1.73, -0.08, -2.69], [2.84, -1.62, 1.27], [4.66, 1.51, 4.54], [3.14, 3.00, 1.92], [2.40, -0.42, 1.07], [4.10, 1.59, 3.62], [0.94, 3.18, -1.64], [-1.93, -0.70, -3.98], [-3.93, 2.42, 0.91], [-3.56, 4.69, 2.91], [-3.54, -4.49, -0.92], [-1.33, 4.64, 0.64], [-1.57, -1.73, -3.97], [-3.84, -6.84, -1.62], [-0.53, 0.62, -0.96], [-3.17, -2.45, -0.38], [-2.11, -0.46, 1.82], [3.75, -0.52, 3.42], [-2.62, 0.48, 1.63], [3.47, 4.14, -2.18], [-1.98, 2.86, 1.47], [2.39, -3.34, -1.79], [0.09, -5.15, 0.23], [2.09, -3.10, -2.81], [-4.56, -4.32, -1.22], [-0.42, 1.21, 2.10], [1.20, -1.10, -1.79], [-0.58, -0.08, -1.98], [-3.83, 3.02, 3.39], [-3.27, -8.06, -1.60], [3.22, -3.85, 0.73], [1.78, 1.89, 0.20], [-0.01, -1.54, 0.51], [2.40, 4.54, -2.96], [-3.40, 4.06, 0.56], [3.29, 3.26, -1.14], [3.54, -3.98, 1.75], [-3.44, 0.62, 2.33], [-1.35, 5.25, 3.01], [0.86, 0.15, 0.27], [-0.08, 3.43, 0.90], [-1.70, -6.01, -0.57], [0.34, 5.14, 2.52]]}



(5)
{"formula": "C34H37FeN5", "method": "ωB97M-V/def2-TZVPD", "energy_ev": -77696.1970, "homo_energy_ev": [-5.19, -5.19], "e_above_lowest_kcal_mol": 0.0, "gap_ev": [5.6, 5.6], "max_force_ev_per_a": 0.89, "lumo_ha": [0.0133, 0.0133], "elements": ["H", "C", "H", "H", "H", "N", "H", "C", "C", "C", "H", "H", "C", "C", "H", "C", "C", "H", "C", "H", "H", "C", "H", "C", "C", "H", "H", "C", "C", "H", "H", "C", "C", "H", "C", "H", "H", "C", "C", "C", "H", "H", "C", "C", "C", "C", "C", "H", "N", "H", "Fe", "C", "C", "C", "H", "C", "H", "N", "N", "H", "C", "H", "H", "H", "C", "H", "N", "H", "H", "H", "H", "H", "H", "H", "C", "C", "C"], "xyz": [[2.37, -0.36, 2.14], [-1.56, 3.11, 0.34], [-1.94, 2.04, -1.48], [-0.56, 1.44, -3.13], [3.82, -2.32, 2.49], [-1.11, 0.79, 1.02], [-0.75, 3.71, 0.76], [0.31, 1.97, -2.76], [-0.12, -3.03, -2.24], [0.26, -1.98, -1.40], [-1.69, -0.68, 4.05], [-4.42, -4.09, 1.64], [-2.98, -2.47, 1.90], [2.52, 4.09, 2.44], [3.59, -0.43, -0.87], [3.02, -0.25, -4.19], [1.51, 1.05, -2.89], [-3.76, -3.44, 0.13], [1.52, 1.93, 2.33], [3.01, 4.88, 2.99], [-2.20, -1.52, 0.16], [-1.91, -1.69, -3.07], [4.50, -1.30, -3.02], [1.60, 3.21, 0.42], [2.31, -1.21, 1.47], [-2.45, 3.74, 0.39], [3.37, -0.63, -5.15], [-4.10, -3.17, 1.13], [-1.19, -2.88, -3.09], [-3.37, -2.18, 2.88], [-1.45, 3.72, -1.74], [-2.55, -1.21, 1.15], [-1.80, 1.91, 1.25], [1.13, 1.03, 2.79], [-2.63, 2.11, 2.34], [-2.88, 1.45, 4.40], [3.65, -4.24, 0.88], [-0.40, -0.73, -1.39], [-1.81, -3.42, 2.11], [-1.52, -0.66, -2.24], [-1.04, -2.99, 2.76], [0.40, -3.98, -2.22], [1.94, 0.61, -4.13], [-1.27, 2.82, -1.13], [2.13, 2.92, 3.08], [2.22, 4.25, 1.09], [3.65, -0.63, -3.01], [-2.15, 0.23, -2.21], [1.32, 2.05, 1.01], [-1.50, -3.69, -3.74], [0.45, 0.62, -0.20], [1.11, 3.36, -1.00], [3.13, -2.30, 1.66], [-2.50, 1.18, 3.42], [2.44, 5.17, 0.58], [2.10, -3.28, -0.25], [-2.13, -4.36, 2.56], [0.10, 2.34, -1.36], [1.42, -1.11, 0.48], [-0.55, -0.99, 1.89], [3.15, -0.15, -1.82], [-4.97, -2.52, 1.02], [0.45, 2.86, -3.39], [2.28, 2.78, 4.14], [3.02, -3.36, 0.77], [-1.33, -3.65, 1.15], [2.10, 0.67, -1.75], [-3.15, 3.05, 2.46], [1.42, 0.93, -5.03], [1.96, 3.27, -1.67], [0.70, 4.36, -1.13], [-3.42, -0.56, 0.99], [-2.79, -1.58, -3.70], [2.00, -4.10, -0.95], [-1.46, -0.38, 1.84], [1.30, -2.15, -0.38], [-1.85, 0.02, 3.24]]}



(6)
{"formula": "C34H37MgN6O3P2S", "method": "ωB97M-V/def2-TZVPD", "energy_ev": -85804.2386, "homo_energy_ev": [-3.78, -7.29], "e_above_lowest_kcal_mol": 6.7, "spin_multiplicity": 2, "gap_ev": [4.1, 7.6], "max_force_ev_per_a": 0.14, "s_squared": 0.761, "lumo_ha": [0.0115, 0.0115], "elements": ["C", "H", "H", "C", "C", "H", "C", "C", "H", "H", "C", "C", "C", "C", "H", "H", "C", "H", "H", "C", "C", "O", "C", "C", "C", "H", "C", "H", "C", "C", "H", "C", "H", "C", "H", "C", "H", "C", "P", "C", "N", "S", "H", "C", "H", "O", "C", "N", "H", "C", "H", "C", "H", "H", "H", "C", "H", "N", "C", "H", "H", "Mg", "H", "H", "H", "O", "H", "N", "H", "P", "H", "H", "C", "C", "C", "H", "C", "N", "H", "H", "N", "H", "H", "C"], "xyz": [[0.39, -6.84, 0.45], [-2.27, 4.82, 2.37], [-1.58, -5.35, -1.87], [-1.56, 0.21, 3.37], [-2.88, 1.40, 4.99], [-0.74, -3.33, -0.72], [4.52, -2.99, 3.52], [0.85, -1.35, 5.30], [2.53, -4.13, -4.22], [-0.65, -2.80, 3.18], [-0.49, -6.71, -0.61], [0.43, -4.44, 0.71], [-0.26, -0.61, -2.89], [-2.50, 3.34, 0.86], [2.58, 0.63, 3.15], [3.73, -0.86, 7.00], [3.01, -0.78, 6.20], [-4.64, 0.90, 2.13], [3.84, -2.18, 1.67], [0.85, -5.71, 1.11], [3.58, -2.76, 2.55], [1.52, -2.00, 0.38], [2.03, -1.36, -2.57], [1.78, -1.43, 6.32], [-3.94, 1.43, 4.10], [-3.58, 3.37, 0.86], [3.29, -0.03, 5.06], [-1.28, -2.22, 1.63], [4.20, -3.73, 4.68], [3.73, -2.98, -2.03], [0.72, -7.82, 0.77], [2.25, -3.25, 2.70], [1.27, 3.04, 0.67], [-0.41, -2.21, 2.29], [-0.85, -7.59, -1.13], [-0.44, -4.32, -0.37], [0.26, 4.67, 2.29], [2.36, 0.06, 4.04], [1.07, -2.93, 1.49], [1.14, -0.61, 4.15], [0.96, -1.00, -3.43], [-2.84, 1.39, -1.02], [-2.54, -0.16, 1.47], [1.94, -4.01, 3.87], [-0.85, 0.78, 5.31], [0.53, 0.27, 1.63], [-0.37, 4.06, 1.66], [2.59, -2.56, -2.84], [-1.48, -0.59, -1.46], [2.91, -4.23, 4.82], [5.53, -2.60, 3.39], [-1.77, 4.14, 1.69], [1.00, -3.24, -4.03], [3.13, -0.93, -1.08], [4.50, -2.22, -2.04], [-1.68, 0.79, 4.62], [1.56, -5.80, 1.93], [-0.59, -1.02, -1.71], [-1.90, 2.42, -0.03], [1.56, -2.01, 7.21], [-0.60, 0.69, -4.41], [0.78, -0.22, -0.28], [0.94, -4.41, 4.02], [4.24, 0.47, 4.97], [2.65, -4.81, 5.71], [0.13, 1.58, -0.84], [1.53, -4.37, -2.78], [2.42, -0.52, -1.68], [1.23, -0.60, -4.31], [-0.01, -0.52, 2.81], [4.14, -3.89, -2.47], [3.43, -3.19, -1.00], [-0.90, -5.45, -1.03], [-3.82, 0.86, 2.84], [1.87, -3.64, -3.51], [-4.87, 1.90, 4.39], [0.20, 3.19, 0.78], [-0.54, 2.40, -0.03], [-2.97, 1.86, 5.97], [-0.10, -1.87, 5.40], [-1.06, 0.14, -3.70], [4.96, -3.92, 5.44], [-1.75, 0.66, -3.16], [-2.63, 0.25, 2.48]]}